(1)
The following is a quantum chemistry calculation of a 11-piece molecular cluster, C41H95Cl15O24P6 overall at a distorted geometry, from OMol25.

**Calculated total energy**: -336784.286 eV
**Highest occupied orbital energy**: -10.45 eV
**Multiplicity**: 1
**Energy above the lowest of the compared OMol25 structures with the same formula, charge and spin**: 0.0 kJ/mol
**SMILES**: CCOP(=O)(OCC)OCC.CCOP(=O)(OCC)OCC.CCOP(=O)(OCC)OCC.CCOP(=O)(OCC)OCC.CCOP(=O)(OCC)OCC.CCOP(=O)(OCC)OCC.ClC(Cl)Cl.ClC(Cl)Cl.ClC(Cl)Cl.ClC(Cl)Cl.ClC(Cl)Cl
**M**: 1689.83 Da
**LUMO energy**: 0.33 eV
**HOMO-LUMO gap**: 10.786 eV

Last column: Löwdin charge in e.
Positions of all 181 atoms, in Å:
C -3.0641 4.1720 -10.2591  -0.08
C -2.5947 5.5931 -10.4969  -0.22
O -3.4957 6.2996 -11.3796  -0.16
P -4.9381 6.7615 -10.9892  0.34
O -5.6748 5.8731 -10.0958  -0.22
O -5.6001 7.0103 -12.4032  -0.16
C -5.7396 5.9739 -13.3645  -0.29
C -5.6474 6.4658 -14.7900  -0.07
O -4.8071 8.2661 -10.5278  -0.17
C -5.8768 8.8999 -9.8341  -0.29
C -5.3998 10.0710 -9.0147  -0.08
H -2.9777 3.6204 -11.2020  0.09
H -2.3307 3.6107 -9.6682  0.05
H -4.0396 4.0621 -9.8021  0.05
H -2.4310 6.1652 -9.5866  0.07
H -1.6719 5.4926 -11.0643  0.12
H -4.9694 5.1984 -13.2629  0.11
H -6.6616 5.4145 -13.1757  0.12
H -6.4972 7.0719 -15.1073  0.08
H -4.7605 7.0928 -14.8887  0.08
H -5.5931 5.5856 -15.4277  0.08
H -6.6767 9.2089 -10.5230  0.13
H -6.4437 8.1705 -9.2447  0.09
H -4.4951 9.7954 -8.4816  0.03
H -5.3248 11.0162 -9.5490  0.08
H -6.1632 10.2930 -8.2583  0.08
C -8.0202 -3.5925 -18.2552  -0.06
C -7.1334 -2.3435 -18.3303  -0.26
O -6.1072 -2.4812 -17.3278  -0.19
P -5.1354 -1.2673 -17.0068  0.35
O -4.8886 -0.3219 -18.0940  -0.21
O -5.7295 -0.6445 -15.6816  -0.16
C -7.1343 -0.5442 -15.4473  -0.27
C -7.3308 -0.1195 -14.0243  -0.06
O -3.8809 -2.0121 -16.4236  -0.16
C -2.5996 -1.8282 -17.0565  -0.26
C -1.9534 -0.5305 -16.6146  -0.08
H -7.5678 -4.3988 -18.8312  0.07
H -8.2388 -3.8491 -17.2244  0.07
H -8.9242 -3.3554 -18.8239  0.08
H -6.6575 -2.2867 -19.3070  0.12
H -7.7546 -1.4666 -18.1466  0.11
H -7.6123 0.1470 -16.1449  0.13
H -7.5501 -1.5444 -15.6095  0.11
H -8.3180 0.1960 -13.6888  0.08
H -6.9434 -0.7919 -13.2594  0.06
H -6.7230 0.7924 -13.9356  0.08
H -1.9993 -2.6707 -16.7153  0.12
H -2.6508 -1.8801 -18.1437  0.12
H -1.6691 -0.5446 -15.5627  0.08
H -1.0904 -0.2703 -17.2301  0.08
H -2.6340 0.3143 -16.7499  0.07
C 8.1312 3.4261 -5.1706  -0.07
C 6.8740 2.5963 -5.3180  -0.28
O 5.9527 3.2736 -6.1632  -0.15
P 4.5694 2.6264 -6.5632  0.36
O 3.7854 3.4953 -7.4360  -0.24
O 4.9507 1.2200 -7.1650  -0.17
C 5.6315 1.1621 -8.4171  -0.27
C 4.7135 0.7627 -9.5617  -0.08
O 3.9142 2.2687 -5.1896  -0.16
C 2.4952 2.4147 -4.9739  -0.25
C 2.1979 3.8147 -4.4608  -0.06
H 8.9264 2.8117 -4.7509  0.08
H 8.3991 3.9431 -6.0852  0.08
H 7.9475 4.1768 -4.3941  0.08
H 7.1603 1.6062 -5.7026  0.12
H 6.4160 2.3289 -4.3616  0.12
H 6.2121 2.0413 -8.7064  0.13
H 6.3687 0.3585 -8.3520  0.12
H 4.1035 1.5427 -10.0132  0.07
H 5.3851 0.3778 -10.3368  0.08
H 4.0753 -0.0669 -9.2680  0.01
H 1.9395 2.2103 -5.8896  0.09
H 2.2286 1.6928 -4.2060  0.12
H 1.1439 3.8753 -4.1914  0.08
H 2.7998 3.9636 -3.5631  0.08
H 2.4910 4.5629 -5.1949  0.07
C -6.0507 2.8629 -2.2743  -0.08
C -5.8572 4.3737 -2.2108  -0.24
O -7.1157 5.0725 -2.3264  -0.16
P -7.7681 5.3998 -3.7227  0.34
O -8.9902 6.1811 -3.5803  -0.21
O -6.6054 6.0612 -4.5587  -0.19
C -6.6610 7.3612 -5.1589  -0.24
C -7.3218 7.2067 -6.5173  -0.06
O -7.9109 3.9618 -4.3708  -0.18
C -8.8476 3.7460 -5.4515  -0.23
C -8.3171 2.6178 -6.3073  -0.06
H -6.0372 2.4940 -3.2964  0.06
H -5.2091 2.3794 -1.7622  0.06
H -6.9068 2.5545 -1.6772  0.09
H -5.4683 4.6194 -1.2256  0.12
H -5.1817 4.7252 -2.9906  0.10
H -7.2176 8.0785 -4.5557  0.12
H -5.6338 7.6861 -5.3009  0.08
H -8.2282 6.6116 -6.4483  0.06
H -7.4353 8.1165 -7.1039  0.07
H -6.6280 6.5945 -7.1112  0.07
H -9.8108 3.5029 -5.0107  0.12
H -8.9120 4.6267 -6.0886  0.10
H -9.0583 2.3217 -7.0534  0.09
H -7.4905 2.9815 -6.9232  0.06
H -7.9611 1.7616 -5.7381  0.08
C -12.5548 -5.2714 -11.5123  -0.07
C -11.6915 -4.6869 -10.4037  -0.26
O -11.6840 -3.2570 -10.4707  -0.16
P -10.5059 -2.4566 -11.1333  0.34
O -10.5529 -1.0111 -11.0008  -0.21
O -10.5433 -2.9181 -12.6597  -0.20
C -11.5283 -2.3758 -13.5399  -0.28
C -11.3054 -2.9026 -14.9391  -0.06
O -9.2266 -3.1918 -10.5927  -0.18
C -7.9691 -3.0330 -11.2983  -0.26
C -6.9762 -4.0506 -10.8100  -0.06
H -13.4953 -4.7258 -11.5331  0.08
H -12.0202 -5.2703 -12.4600  0.07
H -12.7699 -6.3131 -11.2642  0.08
H -12.1226 -4.9547 -9.4352  0.12
H -10.6998 -5.1387 -10.3484  0.12
H -12.5340 -2.6721 -13.2038  0.12
H -11.5522 -1.2891 -13.4267  0.12
H -11.3704 -3.9848 -14.9875  0.08
H -12.0852 -2.4739 -15.5736  0.08
H -10.3598 -2.5044 -15.3125  0.07
H -8.1095 -3.0465 -12.3794  0.11
H -7.6670 -2.0119 -11.0396  0.11
H -6.0713 -3.9368 -11.4159  0.08
H -6.7030 -3.8604 -9.7743  0.07
H -7.3102 -5.0727 -10.9804  0.08
C 0.1757 0.1917 -8.5882  -0.07
C -1.2183 0.6922 -8.9122  -0.22
O -2.0924 0.0536 -7.9190  -0.23
P -3.6018 0.4502 -7.7764  0.33
O -4.4399 -0.4583 -6.9973  -0.27
O -3.5149 1.9224 -7.2548  -0.23
C -4.6394 2.7669 -6.9674  -0.23
C -4.0910 4.1633 -6.7048  -0.08
O -4.0342 0.6086 -9.3081  -0.18
C -4.8991 -0.3174 -9.9560  -0.28
C -4.3632 -0.5999 -11.3466  -0.06
H 0.6638 0.8494 -7.8687  0.05
H 0.1124 -0.8136 -8.1759  0.08
H 0.7802 0.1280 -9.4897  0.07
H -1.3324 1.7656 -8.8216  0.06
H -1.5519 0.2419 -9.8441  0.11
H -5.3893 2.7229 -7.7556  0.11
H -5.0667 2.4186 -6.0228  0.11
H -3.1911 4.0641 -6.0946  0.05
H -4.0002 4.7363 -7.6176  0.03
H -4.7610 4.6427 -5.9820  0.06
H -4.9876 -1.2188 -9.3415  0.09
H -5.9350 0.0305 -10.0430  0.12
H -4.5123 0.2865 -11.9655  0.08
H -3.2938 -0.8111 -11.2998  0.07
H -4.8594 -1.4357 -11.8396  0.06
Cl -7.5642 -3.4230 -4.7970  0.52
C -8.3024 -2.3356 -5.9881  -1.57
Cl -9.7662 -3.0297 -6.6395  0.55
Cl -7.1197 -1.8348 -7.1843  0.58
H -8.5503 -1.4378 -5.4390  0.00
Cl -2.6606 6.8667 -4.7552  0.55
C -2.7515 8.1397 -5.9947  -1.52
Cl -3.5636 7.5325 -7.4342  0.64
Cl -1.1480 8.7233 -6.3664  0.56
H -3.3605 8.9243 -5.5663  0.01
Cl -1.2194 -1.4274 -4.3937  0.56
C -1.5162 0.2390 -3.9426  -1.53
Cl -3.1899 0.5186 -3.4325  0.55
Cl -1.1243 1.3404 -5.2545  0.58
H -0.8952 0.4539 -3.0843  0.01
Cl 2.8854 -4.4590 -6.2796  0.53
C 2.9745 -3.8038 -7.9132  -1.56
Cl 3.5984 -4.9793 -9.0648  0.53
Cl 3.9130 -2.3132 -7.9243  0.56
H 1.9699 -3.5690 -8.2401  0.01
Cl -0.4027 3.9470 -7.3270  0.57
C 1.1160 4.5578 -7.9945  -1.53
Cl 1.0345 6.2595 -8.3440  0.57
Cl 1.5582 3.6586 -9.4646  0.55
H 1.8978 4.2825 -7.3002  -0.05

(2)
The following is a quantum chemistry calculation of one molecule with the formula C7H8FN3S at a distorted geometry, from OMol25.

**Calculated total energy**: -25408.476 eV
**Highest occupied orbital energy**: -8.12 eV
**Multiplicity**: 1
**Energy above the lowest of the compared OMol25 structures with the same formula, charge and spin**: 150.1 kJ/mol
**M**: 185.23 Da
**LUMO energy**: -0.17 eV
**HOMO-LUMO gap**: 7.951 eV

Last column: natural (NBO) charge in e.
Positions of all 20 atoms, in Å:
C 3.4428 -0.4256 3.1271  -0.06
C 4.1333 0.5343 2.4473  -0.43
C 2.0889 -0.2817 1.4064  -0.03
C 1.0255 -0.5362 0.5685  0.15
C -2.7496 -1.1111 -1.4979  0.06
C -1.9156 0.1269 -1.1339  -0.11
C -2.2223 1.2629 -2.1110  -0.60
N 2.3242 -0.8692 2.5341  -0.38
N 0.2135 -0.2294 -0.2362  0.05
N -0.5085 -0.1719 -1.2089  -0.31
F -2.7592 -2.0028 -0.4559  -0.36
S 3.3421 0.9387 0.9787  0.40
H 3.7275 -0.8431 4.0759  0.22
H 5.0521 1.0192 2.7110  0.24
H -3.7914 -0.8317 -1.6838  0.16
H -2.3293 -1.6320 -2.3636  0.17
H -2.1961 0.4274 -0.1120  0.19
H -3.2672 1.5560 -2.0314  0.21
H -2.0137 0.9447 -3.1301  0.21
H -1.5970 2.1246 -1.8842  0.22

(3)
The following is a quantum chemistry calculation of a 5-piece molecular cluster, C6H8Br2Cl12 overall, from OMol25.

**Calculated total energy**: -296705.724 eV
**Highest occupied orbital energy**: -10.29 eV
**Multiplicity**: 1
**Energy above the lowest of the compared OMol25 structures with the same formula, charge and spin**: 0.0 kJ/mol
**SMILES**: ClC(Cl)Cl.ClC(Cl)Cl.ClC(Cl)Cl.ClC(Cl)Cl.BrCCBr
**M**: 665.37 Da
**LUMO energy**: 0.48 eV
**HOMO-LUMO gap**: 10.768 eV

Last column: natural (NBO) charge in e.
Positions of all 28 atoms, in Å:
Cl -0.8254 3.7682 -3.5695  0.03
C -1.8781 2.4811 -3.0331  -0.29
Cl -1.2935 1.7351 -1.5600  0.01
Cl -2.0735 1.2538 -4.2972  0.01
H -2.8624 2.8849 -2.8397  0.23
Cl -1.5241 -3.9290 3.0606  0.01
C -1.3541 -4.9354 4.4926  -0.29
Cl -1.4951 -3.9706 5.9677  0.02
Cl 0.1355 -5.8454 4.4462  0.04
H -2.2061 -5.6016 4.5121  0.23
Cl -0.4446 -2.1110 -1.8741  0.01
C 0.7177 -1.3936 -2.9906  -0.29
Cl 0.0999 -1.3467 -4.6212  0.04
Cl 2.2502 -2.2971 -2.9326  0.00
H 0.9579 -0.4012 -2.6283  0.23
Cl 2.2298 2.6059 -0.5933  0.01
C 2.4582 4.3473 -0.7849  -0.28
Cl 1.0332 5.2104 -0.1899  0.02
Cl 2.7328 4.7624 -2.4736  0.02
H 3.3229 4.6267 -0.2000  0.23
Br 1.9347 -0.8386 0.3851  0.00
C 0.6994 0.0585 1.5817  -0.45
C -0.6890 -0.5071 1.4531  -0.47
Br -1.9381 0.5639 2.4498  0.01
H 0.7147 1.1218 1.3622  0.23
H 1.0724 -0.1202 2.5855  0.23
H -0.7455 -1.5126 1.8642  0.23
H -1.0299 -0.6100 0.4272  0.23

(4)
The following is a quantum chemistry calculation of one molecule with the formula C6H6O2 at a distorted geometry, from OMol25.

**Calculated total energy**: -10411.571 eV
**Highest occupied orbital energy**: -9.23 eV
**Multiplicity**: 1
**Energy above the lowest of the compared OMol25 structures with the same formula, charge and spin**: 177.3 kJ/mol
**SMILES**: CC(=O)c1ccco1
**M**: 110.11 Da
**LUMO energy**: 0.21 eV
**HOMO-LUMO gap**: 9.437 eV

Last column: natural (NBO) charge in e.
Positions of all 14 atoms, in Å:
C 0.7179 2.1462 0.6518  -0.70
C -0.4933 1.3510 0.2246  0.50
O -1.6207 1.9425 0.2107  -0.54
C -0.4104 -0.0606 -0.0781  0.13
C 0.6766 -0.8717 -0.3712  -0.22
C 0.1294 -2.0895 -0.6544  -0.34
C -1.1815 -2.0303 -0.4850  0.12
O -1.5499 -0.7865 -0.0661  -0.35
H 1.4559 2.0162 -0.3331  0.24
H 1.2568 1.3838 1.4069  0.23
H 0.4233 3.1135 1.1142  0.26
H 1.9200 -0.5912 -0.4701  0.25
H 0.6950 -2.9395 -0.7884  0.23
H -2.0193 -2.5840 -0.3617  0.21

(5)
The following is a quantum chemistry calculation of C52H37LaN5O7S as an isolated structure at a distorted geometry, from OMol25.

**Calculated total energy**: -88009.306 eV
**Highest occupied orbital energy**: -3.52 eV
**Multiplicity**: 1
**Energy above the lowest of the compared OMol25 structures with the same formula, charge and spin**: 0.0 kJ/mol
**Total charge**: -1
**M**: 1014.87 Da
**LUMO energy**: 0.55 eV
**HOMO-LUMO gap**: 4.067 eV

Last column: Löwdin charge in e.
Positions of all 103 atoms, in Å:
La 6.4335 -14.4608 15.0146  2.09
C 11.4281 -15.8566 14.8098  -0.06
C 10.0164 -15.8461 14.9622  -0.13
N 9.3071 -14.7510 15.3160  0.05
C 9.9660 -13.6173 15.7222  -0.13
C 11.4350 -13.5570 15.6428  -0.13
C 12.1332 -14.7357 15.1606  -0.02
C 12.0465 -12.3315 16.1055  -0.08
C 11.2658 -11.2483 16.5016  -0.11
C 9.8813 -11.2471 16.3822  -0.05
C 9.1782 -12.4139 16.0737  -0.22
N 7.8094 -12.5593 16.0402  -0.08
C 6.9747 -11.5492 16.4337  -0.24
C 7.0929 -10.8007 17.6390  -0.03
C 6.1905 -9.7465 17.9352  -0.07
C 5.3060 -9.3213 16.9397  -0.06
C 5.0909 -10.0775 15.7572  -0.15
C 4.2205 -9.7259 14.6892  -0.02
C 3.9607 -10.5692 13.6585  -0.05
C 4.6343 -11.7910 13.6311  -0.09
N 5.4759 -12.1305 14.5845  -0.02
C 5.7983 -11.3185 15.5915  -0.17
H 11.9548 -16.7065 14.4217  0.09
H 9.5208 -16.7621 14.7856  0.06
H 13.2282 -14.7128 15.1117  0.11
H 13.1300 -12.2441 16.0142  0.09
H 11.7983 -10.3414 16.8393  0.11
H 9.3124 -10.3340 16.5088  0.10
H 7.9367 -10.9922 18.2979  0.11
H 6.2542 -9.2346 18.8826  0.09
H 4.7237 -8.3747 16.9563  0.11
H 3.7749 -8.7209 14.6759  0.12
H 3.2207 -10.2778 12.8699  0.12
H 4.5548 -12.4677 12.7786  0.11
O 4.0750 -13.1829 18.2674  -0.05
C 3.6525 -13.8316 17.2557  -0.59
O 4.3723 -14.1417 16.2486  -0.29
C 2.1305 -14.0676 17.2750  -0.14
C 1.2282 -13.1674 17.8402  -0.05
C -0.1545 -13.4726 17.8946  -0.13
C -0.6256 -14.6394 17.3099  -0.12
C 0.2720 -15.5589 16.7077  -0.15
C 1.6538 -15.3055 16.6567  -0.70
S 2.7332 -16.4698 16.0397  0.53
H 1.5235 -12.2344 18.2966  0.10
H -0.8804 -12.8213 18.3713  0.08
H -1.6725 -14.8419 17.3175  0.07
H -0.0840 -16.4293 16.1956  0.07
O 8.0691 -21.1994 9.8171  0.09
C 7.8314 -19.8567 9.8613  -0.45
O 7.7033 -19.2508 8.8127  0.10
C 7.6428 -19.1801 11.2154  -0.14
C 8.2941 -17.9349 11.3479  0.03
C 8.0621 -17.2498 12.5325  -0.01
C 7.3896 -17.8338 13.6065  -0.26
C 6.8891 -19.1609 13.4546  -0.01
C 7.0234 -19.8443 12.2438  -0.04
N 7.1263 -17.0483 14.7556  0.02
C 7.2814 -17.6174 15.9403  -0.06
C 7.1676 -16.9391 17.1892  -0.27
C 7.5240 -17.6594 18.3521  -0.01
C 7.4413 -17.0750 19.6133  -0.04
C 6.8672 -15.8018 19.6450  -0.03
C 6.5795 -15.1266 18.4748  -0.08
N 6.7303 -15.6689 17.2559  0.01
H 8.3103 -21.5245 10.7145  0.12
H 8.8206 -17.5284 10.5217  0.12
H 8.3145 -16.2029 12.5752  0.11
H 6.3767 -19.5782 14.3436  0.12
H 6.4904 -20.8359 12.1669  0.14
H 7.4722 -18.6758 15.9771  0.12
H 7.7207 -18.7208 18.2159  0.11
H 7.8938 -17.5641 20.4905  0.12
H 6.6137 -15.3340 20.6210  0.13
H 5.9560 -14.2355 18.5068  0.10
O 4.4146 -15.4435 13.5783  -0.17
C 4.3626 -15.5219 12.1279  -0.25
C 5.8761 -14.9867 11.7082  -0.57
O 6.3470 -15.2299 10.6236  0.06
O 6.4537 -14.3706 12.6841  -0.26
C 4.1027 -16.9042 11.5075  -0.11
C 4.2203 -17.1052 10.1462  -0.03
C 3.9437 -18.3431 9.5811  -0.09
C 3.5377 -19.3910 10.3364  -0.13
C 3.4512 -19.2472 11.6953  -0.11
C 3.7721 -18.0456 12.2900  -0.01
C 3.3699 -14.5568 11.4422  -0.14
C 3.7146 -13.7776 10.3264  -0.06
C 2.9666 -12.7131 9.8939  -0.09
C 1.7075 -12.5034 10.4763  -0.10
C 1.2397 -13.4000 11.4448  -0.08
C 2.0763 -14.3917 11.9222  -0.02
H 3.6792 -15.8550 14.0528  -0.05
H 4.5888 -16.3025 9.4932  0.12
H 4.1541 -18.4257 8.5059  0.11
H 3.1998 -20.3564 9.8896  0.11
H 3.0289 -20.0531 12.2809  0.10
H 3.7733 -17.9261 13.3763  0.10
H 4.6411 -14.0064 9.7639  0.12
H 3.3610 -12.0494 9.0934  0.11
H 1.1179 -11.6355 10.2497  0.09
H 0.2213 -13.3167 11.7536  0.09
H 1.6952 -15.0340 12.7390  0.13

(6)
The following is a quantum chemistry calculation of one molecule with the formula C3H6N2O2 at a distorted geometry, from OMol25.

**Calculated total energy**: -10280.572 eV
**Highest occupied orbital energy**: -9.51 eV
**Multiplicity**: 1
**Energy above the lowest of the compared OMol25 structures with the same formula, charge and spin**: 407.7 kJ/mol
**SMILES**: CN(C=O)NC=O
**M**: 102.09 Da
**LUMO energy**: 0.60 eV
**HOMO-LUMO gap**: 10.103 eV

Last column: natural (NBO) charge in e.
Positions of all 13 atoms, in Å:
C 0.9247 -1.0515 -0.8079  -0.46
N 0.6210 0.1398 -0.1195  -0.29
C 0.1667 1.3971 -0.6290  0.50
O -0.0221 2.4691 0.0822  -0.61
N 0.0435 0.0580 1.1455  -0.49
C -1.3477 -0.2478 1.0541  0.53
O -1.8571 -1.0629 0.2737  -0.57
H -0.0137 -1.5784 -0.9711  0.23
H 1.3212 -1.9106 -0.1667  0.24
H 1.5022 -1.1128 -1.7313  0.23
H 0.3420 1.4827 -1.7000  0.15
H 0.1848 1.1170 1.5160  0.43
H -1.8655 0.3002 2.0539  0.12